88
Properties=species:S:1:pos:R:3:lowdin_charge:R:1 method="wB97M-V/def2-TZVPD" energy_ev=-77737.679 charge=-1 e_homo_ev=-2.7 spin_multiplicity=1
C 1.2260 -4.3082 6.0124 -0.18
C 0.3397 -3.0574 6.0682 -0.55
S 0.6841 -1.9223 4.6999 0.82
C -0.9833 -1.3780 4.1681 -0.59
P -1.5837 -1.5400 2.2835 0.54
C -1.5878 0.3723 2.1126 -0.24
C 0.2056 -1.7940 1.5858 -0.32
C 1.1873 -0.6426 1.6197 -0.24
C 2.6466 -0.9706 1.1947 -0.41
C 3.0450 -2.4306 1.3468 -0.09
C 2.8555 -0.5524 -0.2604 -0.08
C -2.4426 -1.6499 0.5320 -0.29
C -1.6608 -1.0789 -0.6405 -0.36
C -1.6311 -1.7722 -1.9420 -0.12
O -2.4001 -0.5740 -1.7537 -0.07
B -1.5370 -3.5620 2.4982 -0.69
O -1.3134 -4.3941 1.3696 0.06
O -1.5070 -4.2433 3.7059 0.08
P -3.8330 -1.3591 3.1313 0.75
N -3.8003 -0.2803 4.5265 -0.26
O -4.1321 -2.8585 3.8676 -0.41
H 1.6602 -4.3984 5.0181 0.05
H 2.0574 -4.2454 6.7090 0.05
H 0.6515 -5.2128 6.1953 0.06
H -0.7079 -3.3356 6.0292 0.05
H 0.5068 -2.5417 7.0121 0.05
H -1.6705 -1.9735 4.7687 0.00
H -1.1085 -0.3691 4.5510 0.01
H -0.8806 0.8482 2.7852 0.02
H -1.3581 0.7230 1.1092 0.03
H -2.5768 0.7672 2.3550 0.01
H 0.1436 -2.1768 0.5635 0.08
H 0.6426 -2.6523 2.0958 0.03
H 0.8853 0.1727 0.9661 0.09
H 1.2352 -0.2091 2.6173 0.05
H 3.3300 -0.3592 1.7910 0.12
H 4.0588 -2.5891 0.9804 0.07
H 2.3924 -3.0726 0.7597 0.08
H 2.9875 -2.7640 2.3822 0.07
H 3.8702 -0.7653 -0.5983 0.07
H 2.6665 0.5100 -0.4069 0.07
H 2.1869 -1.1099 -0.9178 0.08
H -3.3253 -1.0074 0.5770 0.04
H -2.8235 -2.6310 0.2481 0.07
H -0.7619 -0.5403 -0.4020 0.10
H -0.7258 -1.6034 -2.5116 0.08
H -2.2239 -2.6654 -2.0626 0.11
H -2.1566 -4.7977 1.1343 0.09
H -0.8863 -4.9780 3.6055 0.10
H -4.6817 0.2136 4.5466 -0.02
H -3.6972 -0.7505 5.4206 0.01
H -4.4422 -2.7471 4.7701 0.01
O 1.8994 3.5056 0.7581 0.11
C 2.1042 3.2766 1.9145 -0.49
O 1.4874 2.2870 2.5860 0.01
C 1.8501 2.2991 3.9743 -0.15
C 3.1841 3.0376 4.0251 -0.15
C 3.0419 4.0161 2.8585 -0.08
H 1.0641 2.8176 4.5282 0.13
H 1.9038 1.2693 4.3227 0.11
H 3.3735 3.5077 4.9882 0.11
H 3.9976 2.3399 3.8223 0.12
H 2.5584 4.9486 3.1552 0.13
H 3.9796 4.2401 2.3578 0.12
O 2.7536 -1.1385 -5.4895 0.11
C 1.8966 -0.3761 -5.1459 -0.49
O 1.7132 -0.0281 -3.8537 0.02
C 0.5555 0.8232 -3.7217 -0.14
C 0.3543 1.4337 -5.1029 -0.15
C 0.8638 0.3212 -6.0154 -0.07
H -0.2942 0.2115 -3.4170 0.10
H 0.7487 1.5614 -2.9476 0.13
H -0.6743 1.7296 -5.2882 0.11
H 0.9828 2.3172 -5.2174 0.12
H 0.0845 -0.4025 -6.2616 0.13
H 1.3174 0.6866 -6.9321 0.11
O 0.2574 2.5865 -8.7385 0.13
C -0.6010 3.3398 -8.3895 -0.48
O -0.7798 3.6839 -7.0925 0.01
C -1.9415 4.5175 -6.9456 -0.15
C -2.1661 5.1341 -8.3228 -0.15
C -1.6498 4.0300 -9.2450 -0.07
H -2.7768 3.8887 -6.6307 0.13
H -1.7408 5.2510 -6.1694 0.13
H -3.2015 5.4186 -8.4968 0.11
H -1.5469 6.0251 -8.4332 0.12
H -2.4223 3.2988 -9.4881 0.13
H -1.2024 4.3988 -10.1631 0.12

=====

80
Properties=species:S:1:pos:R:3:lowdin_charge:R:1 method="wB97M-V/def2-TZVPD" energy_ev=-203455.521 e_homo_ev=-9.5 smiles=COCCCCCCCCCCCC[Si@](CCF)(CC(C)C)[C@@H](Cl)[C@@H](C)Cl.BrCCBr spin_multiplicity=1
C 1.4841 -3.2036 4.2472 -0.11
O 0.7626 -2.9028 5.4214 -0.19
C 0.7002 -1.5032 5.6760 -0.24
C -0.5442 -1.2429 6.4939 -0.18
C -0.5539 0.1076 7.2185 -0.20
C -0.0365 1.2807 6.3894 -0.21
C -0.7145 1.4330 5.0303 -0.22
C 0.1476 2.1874 4.0285 -0.20
C -0.5190 2.2260 2.6418 -0.23
C 0.4578 1.9540 1.5225 -0.22
C -0.1410 2.2367 0.1543 -0.22
C 0.7876 1.8153 -0.9779 -0.19
C 0.5674 0.3431 -1.3891 -0.25
C 0.0851 0.1701 -2.8580 -0.23
Si 0.8933 -1.3870 -3.5724 0.63
C 0.6241 -2.8954 -2.4313 -0.21
C -0.5670 -2.8204 -1.4887 -0.26
F -0.1253 -2.7405 -0.1632 -0.07
C 2.7598 -1.0303 -3.6137 -0.21
C 3.4767 -0.8427 -4.9635 -0.46
C 2.7498 0.0792 -5.9420 -0.08
C 3.8747 -2.1862 -5.5952 -0.09
C 0.0485 -1.8260 -5.2284 -0.73
Cl 0.6678 -3.3355 -5.9426 0.60
C -1.4989 -1.9537 -4.9159 -0.74
C -2.3659 -1.3454 -6.0165 -0.11
Cl -1.9882 -3.6911 -4.7326 0.58
H 2.3858 -2.5897 4.1826 0.09
H 0.8868 -3.0522 3.3486 0.08
H 1.8103 -4.2353 4.2802 0.08
H 0.6328 -1.0014 4.7102 0.11
H 1.6080 -1.1618 6.1783 0.13
H -1.4160 -1.2982 5.8488 0.11
H -0.6216 -2.0441 7.2199 0.11
H 0.0599 0.0277 8.1135 0.11
H -1.5676 0.3005 7.5621 0.11
H 1.0384 1.1703 6.2763 0.10
H -0.2194 2.2022 6.9349 0.11
H -1.6461 1.9772 5.1777 0.12
H -0.9462 0.4709 4.5845 0.09
H 1.1209 1.7063 3.9815 0.11
H 0.2489 3.2149 4.3717 0.11
H -1.3074 1.4771 2.6174 0.09
H -0.9763 3.2007 2.5132 0.04
H 0.7423 0.8996 1.5507 0.12
H 1.3583 2.5544 1.6162 0.12
H -1.0907 1.7112 0.0596 0.11
H -0.3728 3.2986 0.0893 0.11
H 0.6525 2.4404 -1.8544 0.10
H 1.8199 1.9065 -0.6500 0.11
H -0.1860 -0.1006 -0.7500 0.09
H 1.4749 -0.2368 -1.2349 0.09
H 0.4206 1.0248 -3.4362 0.07
H -0.9984 0.1120 -2.8344 0.07
H 1.5387 -3.0361 -1.8640 0.08
H 0.5412 -3.7475 -3.0984 0.05
H -1.2227 -1.9705 -1.6683 0.09
H -1.1652 -3.7256 -1.5753 0.11
H 2.9115 -0.1133 -3.0459 0.08
H 3.2920 -1.8065 -3.0674 0.08
H 4.4224 -0.3598 -4.7331 0.11
H 2.1946 -0.5159 -6.6590 0.06
H 2.1098 0.8095 -5.4532 0.07
H 3.4677 0.6383 -6.5334 0.08
H 4.9350 -2.3548 -5.4333 0.07
H 3.3725 -3.0098 -5.1089 0.04
H 3.7113 -2.2062 -6.6669 0.07
H 0.1119 -1.0266 -5.9516 0.04
H -1.7062 -1.5458 -3.9426 0.04
H -2.9095 -2.0982 -6.5666 0.06
H -1.7708 -0.7544 -6.7027 0.07
H -3.1092 -0.7038 -5.5552 0.08
Br -4.4241 2.1917 2.4208 0.63
C -5.1476 3.9785 2.1617 -0.69
C -4.2797 4.8064 1.2526 -0.69
Br -2.6734 5.4305 2.1569 0.64
H -5.2569 4.4182 3.1475 0.05
H -6.1299 3.8317 1.7181 0.06
H -4.8053 5.7077 0.9450 0.06
H -3.9526 4.2606 0.3737 0.05